Entry from the Open Molecules 2025 dataset: a structure of composition C34H57N3O2PdSSi (ωB97M-V/def2-TZVPD).

Summary:
HOMO-LUMO gap (spin up / spin down), eV: 5.9 / 6.0
Total charge: 0
HOMO (spin up / spin down), eV: -6.06 / -6.13
Multiplicity: 3

```
99
Properties=species:S:1:pos:R:3:forces:R:3
H -4.56927 2.70594 1.74782 0.24 0.10 0.10
H 3.61023 -4.44610 -1.53549 -0.06 0.21 0.03
C 1.48401 0.91482 0.48525 3.20 -1.10 -2.20
C -3.86788 3.03769 2.52569 -0.37 0.11 0.42
C -2.94169 2.72468 -1.94843 -0.02 0.25 0.04
S 0.89273 2.11640 5.77739 0.01 -0.34 1.26
C -1.57555 0.29671 3.84804 0.34 -0.43 -0.33
Pd 0.11820 1.40588 1.68553 -2.61 0.33 0.72
C -0.15995 -0.68797 -3.96947 -0.06 0.41 -0.31
H -0.91355 -4.10000 -3.25586 0.11 -0.16 0.11
N -1.82655 2.18488 1.52603 -1.52 0.00 0.81
C -1.66022 -0.48484 5.13319 -0.33 -0.08 0.24
H 0.13638 2.27642 -1.82947 0.05 0.14 0.02
H 1.51219 -3.33039 -6.20638 0.14 -0.03 0.16
H -3.07413 1.60458 4.55730 0.21 -0.02 -0.16
H -1.37729 -4.50210 1.90036 0.23 0.08 0.04
H -4.37933 2.96752 3.48871 -0.05 0.10 -0.16
C -2.86913 2.16041 -0.67934 0.67 0.40 0.29
C -0.67135 -3.72222 2.19350 0.14 -0.10 -0.07
H -1.66983 5.21017 1.95386 0.11 -0.11 -0.17
C 3.42173 -3.58363 -0.88626 0.01 -0.14 0.20
H 1.56170 2.07389 -2.87036 -0.01 0.09 0.09
O 0.74616 -1.81638 -4.06595 -0.02 0.57 -0.97
H -3.17230 -2.06395 3.08365 0.13 0.09 -0.23
H 1.92351 0.26978 2.98927 0.04 -0.31 0.37
C 3.94073 1.80129 -1.07970 0.22 0.19 -0.14
H 2.24048 0.35619 1.06550 0.19 0.26 -0.41
H 2.06983 -1.88292 -0.79623 0.11 -0.09 -0.16
N -0.71664 -0.09654 2.90890 -0.64 0.06 0.35
H -0.16317 4.33015 1.70642 -0.35 0.14 -0.15
H 1.04226 -5.03193 2.22334 -0.10 0.24 0.09
H 3.05745 -1.00294 3.48182 -0.11 0.05 0.12
H 0.84297 -4.42304 -0.73672 -0.11 0.09 -0.12
H 0.98265 0.16690 -0.16533 0.10 0.15 -0.17
H 4.55648 2.67000 -1.35683 -0.03 -0.25 -0.02
H 3.44990 4.25566 0.49430 -0.23 0.01 0.01
H 1.11554 3.68697 -2.27641 -0.06 -0.22 -0.05
H 3.08102 -1.96247 -2.26191 -0.27 -0.11 -0.03
C 2.40272 3.91896 0.51853 0.23 0.29 0.17
C -0.46605 -4.69812 -2.45408 0.07 -0.19 -0.17
C 0.67835 -4.01436 2.38454 0.16 -0.15 -0.07
H 3.00945 -3.92418 0.06719 0.06 -0.04 -0.12
H 1.46658 -0.92301 -5.77116 0.12 -0.13 0.11
H 2.58600 -3.63745 -4.81092 -0.08 0.21 -0.12
C 1.55989 -3.01390 2.79886 -0.30 -0.04 -0.10
C -2.60558 -2.13301 2.14301 -0.43 -0.03 -0.19
H 1.78077 4.72390 0.10469 0.12 -0.13 0.10
C -1.20840 -0.92388 -2.91747 -0.09 0.03 0.37
C -1.59385 4.13415 0.08191 -0.20 -0.61 -0.33
N 0.79175 2.85632 3.08461 0.61 -0.53 3.22
H -0.25126 -3.05228 -1.03648 0.18 -0.13 -0.06
C -2.35412 3.96155 -2.21395 0.07 0.13 -0.12
H -4.31383 0.94097 0.39299 0.32 -0.05 -0.14
H -3.48677 2.18530 -2.72419 0.08 0.20 0.06
H 4.38268 -3.10263 -0.67484 -0.16 -0.08 0.01
H -2.02343 -1.50776 4.95780 0.18 0.19 0.07
H -2.81500 0.08817 -0.04107 -0.11 0.28 0.04
H 4.46920 1.24051 -0.29616 -0.10 0.18 -0.14
C -0.94418 4.90421 1.18636 0.41 0.24 0.25
C 0.33820 -3.84540 -1.51386 0.43 0.47 0.15
C 2.01730 -0.66614 3.55919 0.42 0.38 0.04
H 2.61309 -3.23256 2.98216 -0.24 -0.04 -0.04
C 1.10252 -1.71587 3.02733 -0.41 -0.22 -0.22
H -0.79729 -0.82404 -1.90506 -0.04 -0.08 -0.15
H 1.04372 -2.55109 -3.10039 0.04 0.26 0.16
H -2.36529 0.02624 5.79586 0.15 -0.23 0.00
H -3.05801 -2.93708 1.54964 0.02 0.10 0.13
H 1.80530 -0.41001 4.60788 -0.01 -0.12 -0.28
C 2.30120 -2.90515 -5.57703 -0.04 -0.24 -0.20
C -1.70137 4.66788 -1.20187 -0.26 -0.21 -0.03
C -0.25549 -1.41499 2.78003 -0.03 -0.26 0.45
H 2.66392 -1.07893 -4.46505 -0.29 -0.06 -0.05
Si 2.22827 2.35606 -0.48734 -0.07 -1.07 0.43
H -2.74844 -1.19277 1.59571 0.09 -0.14 0.29
H -2.41525 4.38606 -3.21646 0.01 -0.10 0.23
H -1.69685 -1.89859 -3.02813 0.10 0.15 -0.03
C -2.63505 2.17227 2.57175 0.23 0.45 -1.42
H 3.85340 1.15129 -1.96309 0.04 0.08 0.15
H -1.26970 5.65341 -1.39062 -0.15 -0.27 -0.05
H 0.41591 0.22736 -3.76301 -0.09 -0.29 0.04
H -1.98044 -0.15364 -3.01053 0.13 -0.07 0.01
H -1.27707 -5.18259 -1.90443 0.09 0.09 0.00
C -3.53345 0.84942 -0.37888 -0.11 -0.36 -0.12
H -4.02056 0.46006 -1.28269 0.05 0.10 0.15
C -2.41870 1.39828 3.71462 -0.22 -0.08 0.64
H -3.62381 4.09311 2.34418 0.00 -0.30 -0.07
C 0.81716 2.50665 4.24104 0.13 1.39 -3.43
C -1.15903 -2.43342 2.37536 0.69 0.42 0.12
C -2.11534 2.83754 0.31334 -0.40 0.28 -0.08
C 2.52356 -2.55898 -1.53382 -0.26 0.28 0.09
H 0.16723 -5.48303 -2.88477 -0.19 0.18 -0.01
H 2.11158 3.76670 1.56944 0.13 0.05 -0.40
C 1.16158 2.62392 -2.00706 -0.13 0.13 -0.31
C 1.84689 -1.59455 -4.99324 -0.03 0.26 0.16
H -0.61285 -0.58460 -4.96446 0.06 -0.03 0.19
H -0.48408 5.81594 0.78490 -0.12 -0.14 0.09
O 1.42534 -3.18934 -2.30178 0.14 -0.96 1.11
H 3.17247 -2.72213 -6.21171 -0.07 -0.04 0.08
H -0.68380 -0.52029 5.63696 -0.23 -0.03 -0.28
```
Positions in Å, forces in eV/Å.

---

Entry from the Open Molecules 2025 dataset: a structure of composition C34H57N3O2SeSiYb (ωB97M-V/def2-TZVPD).

Summary:
HOMO-LUMO gap (spin up / spin down), eV: 7.3 / 6.0
Total charge: +1
HOMO (spin up / spin down), eV: -9.77 / -9.77
Multiplicity: 2

```
99
Properties=species:S:1:pos:R:3:forces:R:3
H -1.38517 -1.83027 -4.11609 -0.10 0.27 0.10
H -3.82387 0.09006 -1.22274 0.13 0.03 0.16
H 4.48770 1.36271 -1.06313 0.03 -0.08 -0.24
H 2.10506 0.05268 -4.94190 0.00 -0.21 0.11
H -0.56651 1.11706 -3.81337 0.00 -0.16 -0.10
H 1.35244 -2.86427 -4.35779 -0.03 0.07 -0.09
H 3.09745 -1.19052 -0.19250 0.03 -0.18 0.08
H 0.74665 -4.38403 -1.87371 -0.15 0.08 -0.06
H 2.02013 -4.30701 3.83553 -0.33 0.11 -0.14
H 2.72427 -0.94699 -3.60201 -0.25 -0.01 -0.16
H -1.05285 0.60990 6.00874 0.05 -0.21 -0.10
Se 1.04454 2.84863 3.72478 0.08 0.09 -0.95
C -2.62291 1.76053 2.53936 -0.09 -1.28 2.01
C -0.00996 -4.70901 3.22439 -0.08 0.07 -0.05
H 0.49781 3.24328 -3.06269 0.29 -0.06 -0.05
H -3.04668 1.66345 -2.81599 0.24 0.17 0.16
C -0.38645 0.07685 -4.12229 0.47 0.01 0.17
H 2.64395 -4.24256 -0.34058 0.04 0.16 0.01
H 2.33398 -0.82460 3.21648 0.04 -0.17 0.27
N -0.52514 -0.56483 2.78874 0.20 0.76 -0.38
H -3.96070 3.43815 2.35837 -0.01 -0.22 -0.05
C 2.35306 3.50979 -0.27257 -0.03 0.04 0.32
C -1.56585 -0.79872 -3.78636 -0.35 -0.19 -0.11
C -1.24845 -4.15937 2.88047 0.46 0.00 0.22
C 1.86852 -0.78890 -4.26744 -0.22 0.50 0.31
H 3.03001 -2.30572 3.89225 -0.16 0.15 0.04
C 0.24467 1.23924 3.38709 0.19 -3.01 -1.05
C -2.04248 2.57058 0.31077 -0.04 -0.10 -0.01
C 0.96160 -2.48289 3.44547 -0.78 -0.08 -0.08
C 1.54914 -2.03643 -5.04052 0.21 -0.18 -0.12
H 2.53405 3.16908 0.77277 0.30 0.37 -0.22
H -2.60406 -1.34583 1.75298 0.01 -0.13 0.28
H -3.37588 -2.92199 2.03522 0.03 0.12 0.12
C 2.96987 -3.32323 0.15469 0.10 0.08 0.31
H 0.69375 -1.88275 -5.70278 0.08 -0.13 0.02
H 2.14970 3.79743 -3.40749 -0.10 -0.18 0.04
C -1.49768 3.85882 0.01610 0.03 -1.01 -0.01
C -2.57773 2.25616 -2.02680 -0.12 0.12 0.06
H 0.18826 -0.54020 5.44898 -0.32 -0.02 0.05
H 1.26607 0.30008 0.01293 -0.02 -0.23 -0.27
Yb 0.44877 2.14315 0.93285 -1.89 -0.08 2.54
C -0.82896 -0.17532 5.27584 0.10 0.17 0.32
H -0.15810 -1.54634 -1.14935 0.00 -0.33 0.06
H -2.10545 -4.79417 2.66650 0.17 0.04 0.07
C 2.13783 -1.66674 3.88513 0.71 0.10 -0.14
Si 2.19640 2.14141 -1.57781 0.12 -0.46 -1.46
C -2.27036 1.02440 3.65257 -1.53 1.09 -0.84
H 0.10953 -5.79167 3.27916 -0.02 0.30 -0.01
H 3.78666 0.40287 -2.38489 -0.03 0.26 0.11
H -3.67339 0.35919 0.52673 0.18 -0.05 -0.21
H 3.25626 4.07747 -0.53862 -0.25 -0.09 0.15
H -1.61442 5.61977 1.23639 0.22 -0.20 -0.01
C -2.61322 1.77649 -0.72383 0.28 0.43 -0.05
C 1.54196 2.91644 -3.15605 -0.22 0.11 0.16
H 0.59819 -2.65818 0.01123 -0.04 0.07 -0.50
H -4.54512 1.96048 1.55471 0.11 0.15 0.13
H 3.77902 -2.18322 -1.48421 -0.09 0.01 0.13
H 2.41706 -2.29836 -5.64887 -0.10 -0.06 -0.10
C 0.01211 -3.57286 -1.87558 -0.18 -0.19 0.06
H -0.91643 -3.94451 -1.43296 0.03 -0.04 -0.07
C -0.97234 4.73442 1.11775 0.09 0.27 0.45
C -3.13890 0.40597 -0.42706 -0.23 -0.27 -0.05
H 1.52216 4.23902 -0.28559 0.22 -0.12 0.01
C -1.39829 -2.78000 2.80515 0.68 0.25 0.04
H -1.77512 -0.80674 -2.70917 0.13 0.00 -0.19
H 0.03925 5.10477 0.89160 -0.21 0.14 0.11
H -2.46255 -0.42699 -4.29492 0.07 -0.09 0.04
C 3.87030 1.41445 -1.96992 0.15 0.02 0.44
H -1.89633 3.79157 -3.37438 -0.03 -0.02 0.36
C -1.95323 3.46899 -2.33184 -0.03 0.33 0.11
C 1.06737 -3.87346 3.51615 -0.19 -0.29 0.01
H -4.56411 2.07312 3.32895 -0.01 0.14 -0.25
H -3.22442 -1.75647 3.36076 0.20 -0.06 -0.25
H -3.03803 0.86817 4.40725 0.17 0.07 -0.08
C 1.01773 0.77747 -0.95925 0.26 -1.35 -0.97
C -0.96651 0.40561 3.89248 1.19 0.12 -0.65
C -4.00245 2.34212 2.42891 -0.19 0.00 0.26
H 1.13091 -0.14294 -1.74633 -0.05 2.20 1.60
H -0.96066 5.22863 -1.55988 -0.18 -0.30 0.07
H -0.94237 4.22575 2.09798 -0.09 0.20 -0.37
C 0.51976 -2.41128 -1.06509 0.49 0.51 0.32
H -0.06680 1.01353 -1.01836 0.10 -0.17 -0.12
H -0.18951 0.07093 -5.20646 -0.06 0.07 0.32
C 2.94999 -2.12146 -0.76792 -0.02 0.23 -0.33
H 4.00301 -3.46761 0.48865 -0.15 -0.03 0.00
N 0.58717 0.28794 2.44351 -0.79 2.38 1.86
H 2.02786 -1.27575 4.90629 -0.06 -0.06 -0.27
H 4.38692 2.04738 -2.70622 -0.12 -0.13 0.23
N -1.73966 1.98304 1.55535 1.81 0.75 -1.86
C -1.42388 4.26698 -1.31507 -0.15 -0.06 -0.86
C -2.71592 -2.16511 2.47367 -0.62 -0.06 -0.33
H -0.19520 -3.26840 -2.90530 0.10 -0.11 0.19
H 1.60303 2.21229 -3.99687 0.05 0.13 0.27
O 0.77825 -0.38960 -3.40956 -0.09 0.02 -1.41
H -2.32213 -0.33411 -0.38431 -0.15 0.22 0.10
C -0.27991 -1.94056 3.03392 0.20 -0.72 -0.06
H 2.35840 -3.15375 1.04877 0.10 -0.18 -0.18
O 1.79043 -1.96057 -1.59027 -0.20 -0.73 0.49
H -1.55283 -0.99203 5.40037 0.22 0.15 0.01
```
Positions in Å, forces in eV/Å.

---

Which max |F| belongs to each record? In order, 4.035, 3.195 eV/A.
Which energy above the lowest of the compared OMol25 structures with the same formula, charge and spin belongs to each record? In order, 263.5, 0.0 kJ/mol.